1.
# C37H60Ge2N3RuSSbSi3

A molecular structure, C37H60Ge2N3RuSSbSi3 (wB97M-V/def2-TZVPD, the Open Molecules 2025 dataset).

## Properties
lowest unoccupied orbital energy (spin up / spin down) = 0.35 / -0.96 eV
orbital gap (spin up / spin down) = 6.923 / 6.622 eV
<S²> = 6.02
spin multiplicity = 5

XYZ file:
```
108
Properties=species:S:1:pos:R:3:mulliken_charge:R:1
Sb 0.15 -0.23 2.86 -0.063
H -3.42 2.29 -4.16 -0.031
H 5.03 -3.40 1.63 0.421
C 2.36 -0.43 0.59 -2.331
Ge -1.07 1.43 -2.33 -1.200
C 1.59 -1.06 -1.51 -0.010
C -3.12 1.60 1.96 -0.959
Ru -0.79 -0.07 -0.38 1.359
H -0.32 -2.06 -3.84 0.282
C -1.14 -4.66 0.44 -0.864
H 0.81 -1.59 -2.06 0.182
C -1.38 -0.99 1.51 1.020
C 2.66 -0.53 -2.18 -1.086
C 4.60 -2.42 1.40 -1.313
H -2.97 -0.95 -1.71 0.226
H 5.38 -0.19 3.09 0.307
C -3.35 -0.50 3.99 -1.112
H 3.76 4.50 -3.72 0.381
H 2.56 -4.58 2.46 0.508
H -0.43 1.76 -6.09 0.356
H 1.63 2.81 2.45 0.230
H -1.78 -1.88 -2.31 0.083
H 0.54 -2.71 4.11 0.363
Si 3.09 -2.21 2.48 0.520
H -4.36 -0.14 4.20 0.417
H -2.18 2.01 -6.07 0.371
H -2.46 -2.28 -0.87 0.254
H -1.01 -1.96 4.52 0.298
H 3.13 1.84 5.25 0.470
H -3.10 1.90 0.91 -0.101
H -4.07 1.93 2.40 0.497
C 2.86 3.94 -3.48 -0.540
H -3.56 -0.89 -5.50 0.489
H -3.26 -4.77 3.04 0.471
C 0.05 -1.77 4.37 -1.324
H -4.39 -0.49 0.14 0.104
C -1.39 1.25 -6.03 -1.248
C -1.52 -2.49 1.44 -0.181
C -2.00 -5.23 1.36 -0.643
N -2.15 -1.50 -1.45 -0.475
Si -3.00 -0.25 2.17 0.781
C 3.47 0.15 -0.03 -0.555
C 0.81 3.72 -2.23 -0.081
C -2.58 -4.38 2.29 -0.829
H -5.37 -0.68 1.60 0.492
C 1.96 4.43 -2.54 -0.814
H 4.24 0.61 0.57 0.094
H -3.36 -1.58 -3.89 0.359
H -0.17 -2.87 -0.19 0.632
S -0.10 1.77 0.52 -0.901
C 3.62 0.12 -1.41 -1.220
C -4.47 3.88 -3.21 -0.913
Si 3.11 0.92 3.00 0.558
C 2.25 -0.54 2.09 3.131
H 5.33 1.35 3.93 0.473
H 0.72 -1.01 -4.82 0.302
H -3.27 -1.55 4.28 0.303
H -5.35 5.46 -2.06 0.369
H 2.81 0.11 5.35 0.337
C 2.07 -3.69 2.04 -1.052
H -4.10 0.02 -4.08 0.412
C -0.89 -3.30 0.49 -0.305
H 1.05 -3.67 2.40 0.155
H -3.75 5.20 -0.19 0.443
C 4.99 0.82 3.04 -1.276
H 2.15 5.38 -2.04 0.439
C 0.52 2.50 -2.85 0.025
H 4.41 -1.65 4.52 0.314
C -2.68 3.59 -1.12 -0.149
H -1.99 3.49 -0.29 0.418
H 3.29 2.34 -4.85 0.424
H 1.51 1.23 4.91 0.298
C -4.40 -0.94 1.14 -1.060
C 2.66 2.54 2.22 -1.150
Ge -1.54 0.17 -4.40 0.767
C 2.58 1.01 4.79 -1.173
C -3.47 2.91 -3.28 0.005
H -0.62 -1.89 -5.57 0.525
H 4.32 -2.43 0.34 0.301
H -5.17 3.98 -4.04 0.425
C -4.57 4.70 -2.11 -0.523
N -2.36 -3.07 2.33 -0.156
H 2.79 -2.21 4.96 0.288
N 1.42 -1.00 -0.18 0.834
H 2.04 -3.81 0.95 0.210
H 4.48 0.59 -1.88 0.469
H -2.22 -6.29 1.37 0.463
C -3.67 4.56 -1.06 -1.029
C -0.31 -1.34 -4.67 -1.248
H -4.37 -2.03 1.05 0.285
H 0.13 4.12 -1.49 0.305
H 2.76 2.54 1.13 0.325
H -0.64 -5.28 -0.29 0.450
H 2.74 -0.59 -3.26 0.661
C -3.33 -0.65 -4.46 -1.303
C 2.60 2.73 -4.11 -0.949
H 5.44 1.32 2.17 0.410
H -1.50 0.59 -6.90 0.463
H 5.37 -1.67 1.53 0.305
H 4.01 -3.37 4.42 0.441
H 1.27 1.07 -4.29 0.179
C 3.62 -2.36 4.26 -1.150
H -2.31 2.13 2.48 0.278
C 1.44 2.02 -3.79 0.781
C -2.55 2.75 -2.24 0.555
H 0.48 -1.38 5.29 0.446
H 3.32 3.31 2.63 0.503
H -2.66 0.09 4.61 0.273
```


2.
# C14H50FNO8P2Si

9 unconnected molecules or ions with the total composition C14H50FNO8P2Si (wB97M-V/def2-TZVPD, the Open Molecules 2025 dataset).

## Properties
lowest unoccupied orbital energy = 0.41 eV
orbital gap = 8.565 eV
structure (SMILES) = CC[C@H](F)[Si@H]([PH2]=N)P(C)CC.CO.CO.CO.CO.CO.CO.CO.CO

XYZ file:
```
77
Properties=species:S:1:pos:R:3:mulliken_charge:R:1
H -0.17 6.53 2.84 0.254
H 2.02 0.35 0.16 -0.186
C 0.61 7.29 2.96 -0.560
H 1.79 -2.96 -4.80 0.166
H -8.43 -1.82 3.89 0.268
H 2.16 1.47 1.53 0.162
H -3.81 -3.39 1.32 0.349
C -2.63 -0.29 1.22 -0.105
H 2.39 5.75 1.09 0.112
H -9.02 -3.29 5.57 0.257
H -2.08 -0.07 0.28 0.211
C -4.62 -0.26 4.99 -0.651
H -0.01 -0.61 -1.39 -0.122
H 3.69 5.49 -0.11 0.307
H -0.08 1.38 -0.53 0.018
C 1.02 -0.27 2.04 0.189
H -2.35 0.54 1.91 0.205
H 1.41 6.88 3.57 0.225
H -0.53 1.85 1.16 0.169
P 0.17 -1.93 -0.90 0.654
H -2.37 -3.69 0.30 0.254
O 7.29 -0.07 -5.99 -0.539
O -5.15 -0.89 3.83 -0.373
H 0.91 -3.07 1.82 -0.161
H 0.41 8.01 1.17 0.289
H 3.52 -2.54 -4.91 -0.093
H 1.07 0.27 -4.77 0.233
H 2.00 5.21 -0.55 0.209
C 0.30 1.70 0.46 -0.360
C 2.72 5.14 0.25 -0.441
H -8.66 -1.65 6.18 0.262
O 3.11 -4.44 -4.21 -0.547
C 4.32 -0.49 -2.13 -0.622
N 1.44 -2.68 -1.58 -0.651
H 3.62 0.29 -1.81 0.156
C 0.07 -0.07 -4.46 -0.542
H -5.99 -1.29 4.09 0.312
C -8.24 -2.53 5.69 -0.554
H -5.31 0.52 5.34 0.290
C 2.78 -3.34 -5.05 -0.100
H 4.43 -1.24 -1.33 0.298
O 2.83 3.77 0.65 -0.426
H -3.67 0.21 4.73 0.216
H 3.09 -4.12 -3.30 0.326
H 0.74 -1.49 -3.32 0.019
P -1.91 -1.86 2.01 0.015
H -7.44 -2.94 6.29 0.236
O 1.13 7.65 1.69 -0.500
H 0.19 8.16 3.46 0.295
H -4.32 0.00 -0.13 0.348
H -0.29 0.56 -3.64 0.207
H 2.06 -2.94 -0.81 0.187
H -4.46 -0.99 5.78 0.277
C -2.71 -3.41 1.32 -1.036
H -2.41 -4.25 1.98 0.348
O -7.71 -2.17 4.41 -0.502
H 6.35 -1.91 -6.18 0.281
H 2.80 -3.67 -6.08 0.356
Si 0.22 -1.85 1.32 0.167
H 3.00 -1.50 -3.13 0.195
H -4.66 0.41 1.57 0.194
H -0.99 -2.69 -1.25 -0.002
C -4.18 -0.33 0.91 -1.013
O 0.13 -1.43 -4.06 -0.432
H 8.14 -0.49 -5.87 0.291
C 6.29 -1.00 -5.58 -0.361
F 2.19 -0.64 2.73 -0.350
H 6.43 -1.25 -4.52 0.183
H 0.74 2.70 0.28 0.034
H 5.30 -0.04 -2.32 0.283
H -0.61 0.02 -5.30 0.279
C 1.46 0.80 1.00 0.021
O 3.86 -1.11 -3.32 -0.415
H 5.32 -0.55 -5.71 0.134
H 3.47 3.73 1.36 0.254
H 0.32 0.19 2.77 0.435
H -4.56 -1.35 1.07 0.216
```